The following is a DFT calculation (ωB97M-V/def2-TZVPD) of C4H7NO in the gas phase at a distorted geometry.

Bonds (Å) are listed after each position.
Cartesian coordinates (Å):
1 C 1.888 0.323 0.324  O2 1.416, H7 1.091, H8 1.100, H9 1.099
2 O 0.612 -0.115 0.753  C1 1.416, C3 1.401
3 C -0.355 -0.143 -0.262  O2 1.401, C4 1.520, C5 1.491, H10 1.100
4 C -1.552 -0.939 0.231  C3 1.520, H11 1.093, H12 1.092, H13 1.093
5 C -0.752 1.243 -0.647  C3 1.491, N6 1.156
6 N -1.055 2.314 -0.957  C5 1.156
7 H 2.400 0.750 1.187  C1 1.091
8 H 1.804 1.099 -0.452  C1 1.100
9 H 2.484 -0.513 -0.067  C1 1.099
10 H 0.049 -0.606 -1.174  C3 1.100
11 H -1.239 -1.970 0.414  C4 1.093
12 H -1.931 -0.510 1.161  C4 1.092
13 H -2.353 -0.932 -0.512  C4 1.093

Calculated values
- HOMO energy: -0.3968 Ha
- Calculated total energy: -286.576162 Eh
- SMILES: CO[C@@H](C)C#N
- ΔE to the lowest compared entry with this formula, charge and spin: 34.8 kcal/mol
- Frontier orbital gap: 11.68 eV